# C48H130N6O14

A 14-piece molecular cluster, C48H130N6O14 overall in a non-equilibrium geometry (wB97M-V/def2-TZVPD, the Open Molecules 2025 dataset).

Structure (XYZ):
```
198
Properties=species:S:1:pos:R:3:forces:R:3:mulliken_charge:R:1
C -19.590471 3.018159 6.250483 -1.1 0.1 1.5 -1.4384
C -21.075564 2.748036 6.697258 0.0 1.4 0.4 1.3283
C -21.546447 3.661657 7.834004 0.6 -0.4 1.6 0.3210
O -20.851919 3.427341 9.099487 0.2 0.7 -0.9 -0.3827
C -20.784010 2.106274 9.573324 -0.7 -0.3 0.7 -0.8513
N -22.014089 3.080581 5.606594 -0.8 -0.3 1.0 0.1909
H -18.974027 2.977110 7.175469 -0.2 -0.1 -0.6 0.3480
H -19.509478 4.072495 5.894800 0.0 -1.0 -0.3 0.1794
H -19.258646 2.212536 5.574093 0.0 0.7 0.0 0.4407
H -21.181533 1.742751 7.109684 0.1 -0.3 -0.4 -0.5476
H -22.618290 3.506154 8.081845 0.4 0.0 -0.6 0.0653
H -21.376069 4.729287 7.613525 -0.1 -0.4 0.0 -0.5737
H -19.944215 1.515140 9.177883 -0.1 0.2 -0.1 0.2601
H -21.726838 1.561938 9.404047 0.1 0.0 -0.2 0.2916
H -20.705841 2.171736 10.672376 0.3 0.0 -0.4 0.3224
H -21.719175 2.554774 4.826653 0.2 -0.6 -1.4 0.4027
H -22.990080 2.760140 5.815920 1.2 0.4 -0.1 -0.5406
C -21.385110 -1.108109 6.729951 -0.2 -1.1 1.2 -1.0746
C -22.818516 -1.593636 6.538748 0.4 0.5 -0.7 0.0367
C -23.752792 -0.549151 7.170936 -0.2 -0.5 -0.4 0.6808
O -23.600711 -0.685759 8.529724 -1.0 0.7 2.6 -0.4780
C -24.513268 0.128741 9.340163 1.3 0.5 0.3 -0.2782
N -22.987853 -1.628510 5.087585 0.5 -0.9 0.0 -0.6951
H -20.617700 -1.853787 6.488273 -0.3 0.1 0.0 0.4138
H -21.309643 -0.834906 7.775476 0.5 0.1 0.3 0.2479
H -21.247228 -0.242198 6.135260 0.3 0.9 -0.7 0.1058
H -22.907833 -2.600833 7.039365 -0.4 1.0 -0.8 0.3273
H -24.809134 -0.604541 6.886642 -0.1 -0.6 -0.2 0.3335
H -23.477744 0.449799 6.828097 0.4 0.4 -0.1 -0.4982
H -24.109825 0.086896 10.443175 -0.7 0.3 -2.3 0.1820
H -25.556607 -0.248825 9.351617 0.6 0.0 -0.3 0.3634
H -24.524719 1.190779 8.889020 0.0 -1.4 1.0 -0.0536
H -22.809194 -0.746431 4.644167 0.4 0.5 0.2 0.2256
H -23.900297 -1.854908 4.795820 -1.4 -0.6 -0.2 0.3018
C -21.030481 8.263466 8.888830 0.0 1.3 0.1 -1.5707
C -21.584179 7.758802 10.192670 -1.0 -1.1 -0.1 0.1811
C -22.785322 8.542683 10.668634 -1.4 -0.1 -0.4 0.1663
O -22.458769 9.911942 10.860055 0.4 -0.6 -0.4 -0.4913
C -23.494369 10.602783 11.493707 -0.5 -0.2 -0.2 -0.4557
N -22.124353 6.348378 10.088923 0.8 0.7 -0.5 0.3248
H -20.203442 7.661223 8.574523 0.7 -0.3 -0.2 0.5409
H -20.693420 9.308477 9.027832 0.0 -0.5 -0.1 0.4597
H -21.757644 8.287040 8.078468 -0.3 -0.2 0.1 0.0111
H -20.826794 7.799936 10.967019 0.2 -0.2 0.2 0.6268
H -23.180678 8.111446 11.627598 0.4 0.3 -0.7 0.4135
H -23.605896 8.372676 9.857525 0.9 0.6 1.2 -0.2565
H -23.783070 10.051026 12.407103 -0.2 0.4 -0.2 0.2978
H -24.346849 10.709483 10.797802 -0.1 -0.2 0.4 0.0118
H -23.164156 11.608363 11.720461 0.2 0.1 0.2 0.3216
H -22.767334 6.328333 9.293484 -0.1 0.1 0.1 -0.7307
H -21.388518 5.684860 9.843650 0.0 0.1 0.2 0.1897
C -29.712027 4.826953 5.916408 -0.6 0.7 2.0 -1.2355
C -29.813064 6.312027 5.681394 1.3 1.8 0.5 0.4794
C -30.716079 7.113757 6.621033 -0.9 -1.2 1.1 -1.4826
O -30.331182 6.923421 8.017750 -0.2 0.9 -0.5 -0.1280
C -30.838613 7.989090 8.857208 -1.3 -1.9 0.4 -0.8319
N -28.431657 6.811974 5.818160 0.5 -0.3 -0.7 1.0213
H -30.702446 4.375605 5.902250 0.2 -0.4 0.0 0.6073
H -29.240678 4.721507 6.924887 -0.7 -0.2 -0.4 0.0174
H -29.004769 4.381279 5.269415 0.4 -0.5 -1.1 0.4468
H -30.095558 6.555630 4.664150 -0.5 -0.1 -0.3 0.1747
H -31.719283 6.695613 6.501987 -0.4 0.0 0.1 0.6088
H -30.798062 8.176487 6.394131 0.5 0.0 -0.2 0.4258
H -30.450742 8.932768 8.540222 0.3 0.7 -0.1 0.2430
H -30.625288 7.756763 9.927976 0.4 0.2 -0.9 0.2347
H -31.963844 7.982141 8.847627 0.8 0.2 -0.4 0.3575
H -28.054771 6.361753 6.628936 0.5 -0.1 0.5 -1.0378
H -28.329060 7.809442 5.969748 -0.5 0.0 0.1 -0.3160
C -27.136000 9.066363 8.220500 0.2 -0.2 -1.0 0.5788
C -28.022769 10.235174 7.777038 1.1 -0.6 0.5 -0.4359
C -27.157215 11.436473 7.625792 -0.4 1.4 -0.2 -0.2068
O -28.025926 12.599467 7.455894 0.9 -1.6 0.7 -0.4466
C -27.254128 13.668135 7.018882 0.0 0.7 -1.2 -0.6661
N -28.762139 9.970517 6.549217 -1.5 0.0 1.5 0.1062
H -26.329062 8.860817 7.497596 -0.3 0.0 0.0 -0.5256
H -27.720010 8.156625 8.355160 0.0 0.0 0.1 -0.3711
H -26.623289 9.307149 9.139038 0.0 0.1 0.5 0.6753
H -28.631011 10.421283 8.656436 -1.0 0.1 -0.3 0.4859
H -26.583537 11.322106 6.714656 0.4 -0.1 -0.3 -0.3192
H -26.443168 11.625298 8.455641 -0.5 -0.2 -0.1 0.4645
H -27.589881 14.547273 7.539868 -0.1 0.6 0.2 0.3080
H -27.445846 13.826267 5.925274 0.5 0.0 0.6 0.1690
H -26.171687 13.542469 7.204848 -0.4 0.0 -0.1 0.2576
H -28.166026 9.802781 5.779649 1.1 0.1 -0.9 -0.6288
H -29.358030 10.765466 6.339637 0.1 -0.1 -0.1 0.4060
C -24.935004 10.602610 2.468003 -2.0 0.1 0.2 -1.2519
C -26.073249 10.579101 3.527303 -0.1 0.2 -0.9 1.0863
C -27.418383 10.322276 2.889809 -0.4 1.7 0.4 -0.7901
O -27.640445 11.055376 1.718105 0.1 0.0 -0.8 -0.4926
C -28.006905 12.415579 1.904901 -0.8 -1.2 -1.0 -0.6919
N -25.920889 9.530634 4.515261 -1.0 0.5 0.1 2.1076
H -24.895183 9.628452 1.992308 -0.3 -0.2 -0.4 0.2260
H -23.993211 10.640565 2.975162 0.8 0.9 0.1 0.0102
H -25.242867 11.391555 1.737029 1.1 -0.6 0.4 0.3780
H -26.236714 11.605994 3.961596 0.8 -0.8 0.1 0.1555
H -28.134940 10.737939 3.619217 -0.3 -0.9 0.1 0.4726
H -27.568969 9.286595 2.679466 -0.2 -0.8 -0.2 0.0484
H -28.458533 12.501227 2.880148 -0.3 0.5 0.5 0.2949
H -28.773846 12.585785 1.121230 0.5 0.4 0.5 0.2726
H -27.171075 13.085807 1.790366 0.4 0.3 0.0 0.2485
H -26.169410 8.626626 4.104800 0.3 0.2 0.0 -0.7202
H -24.963433 9.536671 4.747175 1.3 -0.5 0.8 -0.8547
C -27.068525 1.425617 3.477626 1.7 1.1 0.8 -0.9847
C -25.746763 1.149161 4.358428 -1.6 -0.1 0.1 0.7916
C -24.429888 1.604884 3.686798 -1.1 0.0 0.8 -0.6485
O -25.822430 1.822201 5.616830 0.7 0.5 -0.3 0.4129
H -27.927428 1.143097 4.096253 0.1 -0.2 -0.3 0.2424
H -26.980138 0.812578 2.564741 -0.4 0.4 0.3 0.4513
H -27.183599 2.543823 3.264020 0.3 -1.5 0.0 -0.1029
H -25.795747 0.030286 4.554051 0.5 1.0 -0.3 0.1181
H -24.410491 1.114486 2.738908 0.5 -0.4 -0.8 0.5992
H -23.554031 1.346942 4.307207 -0.5 0.0 -0.4 -0.4339
H -24.453225 2.690289 3.496376 0.0 -0.3 0.3 0.0618
H -26.637741 1.673799 6.108568 -0.2 -0.6 -0.3 -0.3933
C -28.402269 5.973327 1.938319 0.3 2.2 0.8 -1.3872
C -26.962497 5.867599 2.520770 -1.5 -2.0 0.8 1.9766
C -25.891224 5.984428 1.485871 -1.1 1.8 -1.2 -1.4448
O -26.702999 6.741915 3.600386 -0.1 0.6 -1.0 0.1922
H -28.539816 6.998126 1.495533 0.3 -1.0 -0.2 0.2501
H -29.184385 5.988611 2.714050 0.4 -0.5 0.1 0.1703
H -28.626840 5.185316 1.243890 0.0 -0.2 -0.5 0.4576
H -26.915704 4.829634 2.933847 0.1 0.3 -0.1 -0.9041
H -25.912014 5.200759 0.711697 -0.1 0.4 0.4 0.3556
H -24.961793 6.031237 1.973816 1.4 -0.2 0.6 0.2604
H -26.034443 7.010032 1.026774 0.3 -1.1 0.0 0.2597
H -27.379521 6.649246 4.303134 -0.2 -0.1 0.3 -0.1226
C -21.454686 11.316033 5.076605 -1.7 -0.4 0.3 -1.5913
C -22.512796 10.833411 6.070791 -0.1 1.0 1.3 0.8519
C -23.720184 11.777872 6.198915 1.1 1.1 0.3 -0.7504
O -22.948907 9.505976 5.809126 1.1 -0.3 -0.3 -0.0549
H -21.927073 11.379646 4.088681 0.3 0.4 0.0 0.1561
H -20.766282 10.498558 5.056331 1.2 0.0 -0.2 0.3845
H -21.074966 12.262092 5.475929 0.3 -0.3 -0.5 0.4827
H -21.991848 10.863944 7.069040 -0.5 -0.2 -0.6 0.0830
H -23.314299 12.844976 6.149055 -0.7 -1.3 0.1 0.3848
H -24.196535 11.650785 7.170242 0.0 0.0 0.0 0.1910
H -24.493763 11.651866 5.450554 0.1 -0.1 -0.4 -0.1642
H -22.103599 9.019864 5.604718 -1.0 0.0 0.1 -0.1697
C -20.617142 8.452329 2.989322 1.7 0.7 -2.3 -1.3470
C -20.842878 7.229860 3.803920 -0.5 -0.3 -0.6 1.8161
C -19.834470 6.128004 3.626130 -0.3 -1.3 2.6 -1.3599
O -20.800880 7.710296 5.171461 -0.6 -0.3 -0.3 -0.6153
H -20.311980 8.365482 1.869097 -0.5 -0.5 2.0 0.3470
H -19.850517 9.054350 3.470732 0.4 -0.1 0.0 0.3652
H -21.453063 9.092239 2.970668 -1.4 0.6 0.1 0.1152
H -21.834609 6.799343 3.530028 0.3 0.4 0.6 -0.4572
H -20.306385 5.202632 4.124048 1.0 1.1 -0.7 0.0767
H -18.879263 6.368388 4.122139 -0.4 0.0 0.1 0.3016
H -19.569943 5.878298 2.644504 -0.1 -0.2 -1.7 0.5217
H -21.236575 7.047242 5.716848 0.0 -0.2 0.2 -0.0940
C -30.367275 0.871910 8.128627 0.1 0.5 -0.3 -1.7686
C -29.117838 1.501899 7.504620 0.0 1.6 1.7 0.9432
C -28.353521 2.381976 8.533898 0.5 0.3 -0.7 -0.8421
O -28.125161 0.583222 7.068065 -0.9 -0.5 -0.6 -0.4708
H -31.001270 1.600788 8.619287 0.3 0.6 0.3 0.4087
H -30.192816 0.092154 8.842205 0.4 -0.5 0.3 0.3932
H -31.043496 0.545206 7.369853 -0.3 -0.8 -0.8 0.5020
H -29.505289 2.164148 6.695115 0.6 -0.4 0.1 -0.1104
H -28.129735 1.812132 9.470291 0.3 0.2 -1.0 0.5890
H -28.990486 3.196256 8.891066 0.1 0.1 -0.3 0.3048
H -27.422519 2.827972 7.988358 -1.5 -0.8 1.4 -0.2820
H -28.624680 -0.099496 6.600878 0.4 -0.2 -0.1 0.3045
C -24.375431 6.002719 5.282392 -1.7 0.8 -0.1 -0.5326
C -24.913629 6.224939 6.678755 1.1 1.3 0.7 3.3202
C -25.086102 4.938963 7.454924 1.0 -0.1 -0.1 0.9008
O -23.958356 7.021439 7.478289 -0.5 -2.0 0.5 1.6821
H -24.162546 6.926068 4.710593 -0.4 -0.4 0.3 -0.3180
H -25.096483 5.352705 4.772509 0.2 0.4 -0.3 -0.3332
H -23.509707 5.452960 5.377532 2.3 -1.3 0.2 0.4171
H -25.823940 6.808036 6.642560 -0.5 0.1 0.0 -1.5938
H -24.214922 4.294674 7.183387 -0.7 0.3 0.4 -1.4550
H -25.976727 4.426677 7.121784 -0.3 -0.2 0.0 0.0668
H -25.093229 5.119869 8.548073 -0.2 -0.2 -0.6 -0.5684
H -23.790324 7.860566 7.096476 0.1 1.5 -1.0 -0.8443
C -23.449088 3.320560 11.954135 -1.5 0.5 0.6 -0.5408
C -22.988489 4.477934 12.868644 0.6 -0.2 -0.5 0.2417
C -21.508018 4.373071 13.326301 -0.5 0.3 -1.3 -1.2902
O -23.304944 5.754708 12.376826 0.0 0.5 -1.0 -0.6231
H -23.114220 3.483654 10.935604 0.3 -0.3 -0.2 -0.2616
H -24.587395 3.240877 11.919891 1.4 0.4 0.0 0.0655
H -23.126178 2.383304 12.395098 0.4 -0.3 -0.3 0.6240
H -23.565017 4.424169 13.751823 -0.7 -0.3 1.2 0.4080
H -21.270594 5.298256 13.876681 0.0 -0.5 0.0 0.3463
H -20.821667 4.339427 12.410012 -0.7 -0.4 1.4 0.0697
H -21.512179 3.492111 13.993039 0.8 0.3 -0.4 0.4788
H -22.815002 5.944982 11.499800 -0.3 -0.3 0.6 0.2342
C -27.969589 5.888922 10.113379 1.4 0.7 -0.6 -1.4085
C -26.551687 6.439542 10.506305 -1.4 1.4 -2.6 2.2914
C -26.722504 7.330430 11.712188 0.2 0.2 0.1 -1.5598
O -25.673302 5.382393 10.703933 0.5 -0.4 0.9 -0.2751
H -28.211142 5.082858 10.764967 -0.3 -0.8 0.5 0.7181
H -28.000532 5.575487 9.075385 0.2 -0.5 -0.2 -0.0337
H -28.742830 6.640764 10.156623 -0.1 0.4 0.3 -0.0512
H -26.163070 7.014604 9.604400 -0.4 -0.3 1.0 -0.8117
H -25.744151 7.568235 12.129333 0.0 -0.2 0.4 0.3349
H -27.350108 6.726800 12.355886 0.2 0.1 0.9 0.4937
H -27.231404 8.301729 11.578512 0.1 -0.5 -0.5 0.2011
H -24.946799 5.698991 11.284354 -0.1 -0.4 -0.1 0.0511
```
Forces are in eV/Å.

Relative energy (zero: lowest compared OMol25 entry of this formula, charge and spin)   2.2688 eV
Frontier orbital gap   9.423 eV
E   -3288.5361 a.u.